No. 1
ORCA calculation (wB97M-V/def2-TZVPD) on the molecule C14H20N2OS.

Positions of all 38 atoms, in Å:
S 0.114 -3.714 0.405
C -0.098 -2.085 0.201
N 0.581 -1.364 -0.715
C 1.787 -1.863 -1.333
C 3.015 -1.685 -0.421
C 3.159 -0.245 -0.024
C 2.554 0.229 1.135
C 2.622 1.570 1.470
C 3.298 2.456 0.649
C 3.907 1.994 -0.506
C 3.834 0.654 -0.841
N -1.007 -1.452 0.985
C -1.469 -0.095 0.842
C -2.377 0.113 -0.393
C -3.788 -0.449 -0.182
C -4.552 0.773 0.323
C -3.873 1.894 -0.460
O -2.519 1.505 -0.627
H 0.520 -0.358 -0.651
H 1.928 -1.321 -2.271
H 1.638 -2.924 -1.543
H 3.899 -2.029 -0.959
H 2.877 -2.310 0.462
H 2.032 -0.463 1.782
H 2.148 1.923 2.374
H 3.353 3.503 0.910
H 4.440 2.681 -1.147
H 4.310 0.298 -1.744
H -1.574 -2.087 1.527
H -0.617 0.588 0.759
H -2.016 0.172 1.748
H -1.886 -0.341 -1.264
H -4.203 -0.786 -1.133
H -3.797 -1.283 0.516
H -4.395 0.909 1.394
H -5.620 0.720 0.127
H -4.338 2.013 -1.449
H -3.888 2.857 0.054

Values from the calculation:
E_HOMO (Ha): -0.29633
Electronic energy (eV): -30706.030
Kohn-Sham gap (Ha): 0.3234
Energy above the lowest of the compared OMol25 structures with the same formula, charge and spin (kJ/mol): 27.86
LUMO level (eV): 0.737
SMILES: S=C(NCCc1ccccc1)NC[C@H]1CCCO1
Total charge: 0

Löwdin population analysis, charges in e, atoms 1 to 6: S 0.62; C -0.90; N 0.00; C -0.21; C -0.14; C -0.25

No. 2
ORCA calculation (wB97M-V/def2-TZVPD) on the molecule C27H22N2O6.

Positions of all 57 atoms, in Å:
C 4.636 3.913 -0.496
O 4.713 2.517 -0.841
C 3.569 1.796 -0.958
C 3.733 0.411 -1.172
C 2.663 -0.430 -0.984
C 1.412 0.058 -0.558
C 0.393 -0.960 -0.054
C -1.043 -0.457 0.054
C -2.039 -1.186 -0.604
C -3.376 -0.831 -0.502
C -3.739 0.287 0.251
O -5.103 0.488 0.505
C -5.864 1.328 -0.318
C -6.918 0.762 -1.049
C -7.584 1.551 -1.986
C -7.271 2.906 -2.111
C -6.286 3.478 -1.301
C -5.576 2.691 -0.391
C -2.757 1.066 0.875
C -1.420 0.661 0.801
C 0.804 -1.584 1.285
C 2.174 -2.248 1.364
C 2.410 -3.560 0.917
C 3.694 -4.102 0.926
C 4.773 -3.287 1.292
N 6.082 -3.669 0.878
O 7.034 -2.883 1.061
O 6.215 -4.783 0.321
C 4.561 -1.999 1.815
C 3.268 -1.495 1.847
N -0.298 -2.640 1.717
O -1.062 -2.275 2.635
O -0.371 -3.730 1.119
C 1.211 1.446 -0.605
C 2.274 2.324 -0.782
H 5.682 4.222 -0.461
H 4.096 4.485 -1.270
H 4.159 4.064 0.488
H 4.728 0.032 -1.389
H 2.800 -1.501 -1.130
H 0.405 -1.808 -0.761
H -1.753 -2.071 -1.177
H -4.139 -1.444 -0.974
H -7.178 -0.283 -0.892
H -8.363 1.104 -2.605
H -7.803 3.523 -2.838
H -6.063 4.542 -1.364
H -4.815 3.113 0.262
H -3.050 1.956 1.429
H -0.667 1.236 1.348
H 0.739 -0.820 2.077
H 1.595 -4.185 0.562
H 3.887 -5.122 0.606
H 5.414 -1.407 2.148
H 3.095 -0.474 2.200
H 0.214 1.872 -0.491
H 2.106 3.402 -0.722

Values from the calculation:
E_HOMO (Ha): -0.31952
Electronic energy (eV): -43614.580
Kohn-Sham gap (Ha): 0.2792
Energy above the lowest of the compared OMol25 structures with the same formula, charge and spin (kJ/mol): 915.21
LUMO level (eV): -1.096
SMILES: COc1ccc([C@H](c2ccc(Oc3ccccc3)cc2)[C@H](c2ccc([N+](=O)[O-])cc2)[N+](=O)[O-])cc1
Total charge: 0

Löwdin population analysis, charges in e, atoms 1 to 6: C -0.07; O -0.09; C -0.27; C 0.01; C -0.04; C -0.16